1.
38
Properties=species:S:1:pos:R:3:nbo_charge:R:1 method="wB97M-V/def2-TZVPD" max_force_ev_per_a=2.0 e_tot_ha=-1797.4040
Pd -0.271 0.136 0.219 0.55
N -1.583 0.232 -3.164 -0.86
C -1.056 1.591 -3.389 -0.61
P 0.223 1.878 -2.128 2.15
O 1.156 0.690 -2.208 -1.20
O -0.403 2.187 -0.788 -1.17
C 1.175 3.349 -2.645 -0.61
N 2.599 3.018 -2.395 -0.81
H -0.794 -0.398 -3.034 0.40
H -2.107 -0.102 -3.962 0.37
H -2.285 0.094 -1.441 0.53
H -1.853 2.327 -3.273 0.22
H -0.601 1.717 -4.376 0.20
H 0.877 4.164 -1.988 0.24
H 0.969 3.632 -3.680 0.20
H 2.829 2.167 -2.901 0.40
H 2.795 2.433 -1.082 0.49
H 3.218 3.755 -2.706 0.38
F -0.739 -2.495 -0.520 -0.53
B -0.283 -1.781 0.520 1.11
F 0.135 -2.480 1.563 -0.51
C -4.659 0.614 -0.257 -0.62
C -3.568 -0.400 0.054 0.26
C -3.392 -0.563 1.550 -0.62
C -3.861 -1.733 -0.621 -0.64
O -2.329 0.164 -0.453 -0.78
H -5.616 0.283 0.149 0.21
H -4.766 0.738 -1.337 0.21
H -4.404 1.582 0.177 0.22
H -4.323 -0.898 2.009 0.22
H -3.098 0.387 1.998 0.23
H -2.616 -1.298 1.771 0.21
H -4.837 -2.105 -0.304 0.22
H -3.106 -2.477 -0.372 0.23
H -3.879 -1.614 -1.708 0.21
O 2.891 2.165 -0.086 -0.95
S 2.783 0.615 0.241 1.39
N 1.583 0.192 0.891 -0.91

2.
16
Properties=species:S:1:pos:R:3:nbo_charge:R:1 method="wB97M-V/def2-TZVPD" max_force_ev_per_a=5.2 e_tot_ha=-739.8659
C 2.856 1.861 -0.195 -0.62
C 1.720 0.991 -0.800 -0.32
C -0.122 -0.227 0.258 0.32
C -0.544 -0.893 -1.046 -0.28
H 2.873 1.479 1.203 0.26
H 3.946 1.433 -1.054 0.22
H 2.331 3.172 -0.354 0.22
H 2.372 0.086 -1.130 0.18
H 1.358 1.361 -1.878 0.21
H -1.664 -0.957 1.487 0.40
H 0.425 0.615 2.021 0.50
H 0.189 -0.906 -1.896 0.24
N 0.810 0.712 0.395 -0.59
N -0.617 -0.649 1.442 -0.27
O -0.159 -0.019 2.533 -0.53
S -2.210 -1.061 -1.301 0.08

3.
20
Properties=species:S:1:pos:R:3:nbo_charge:R:1 method="wB97M-V/def2-TZVPD" max_force_ev_per_a=4.2 e_tot_ha=-875.2790
C -0.837 0.361 -0.873 -0.19
C 0.000 1.287 1.172 -0.19
C -0.027 -0.732 -0.683 -0.33
C 0.670 0.090 1.455 -0.34
C -0.803 1.444 -0.014 -0.03
C 0.742 -0.752 0.438 0.14
C -1.496 2.759 -0.284 -0.63
N 3.951 -3.190 0.217 -0.40
O 1.762 -4.342 0.972 -0.93
O 4.052 -4.191 -0.715 -0.49
S 2.531 -3.069 0.918 1.32
H -1.509 0.537 -1.762 0.21
H -0.067 2.038 1.961 0.21
H 0.294 -1.258 -1.583 0.23
H 1.166 -0.048 2.378 0.22
H -1.756 2.972 0.761 0.22
H -0.858 3.602 -0.680 0.22
H -2.352 2.702 -0.817 0.21
H 4.967 -4.140 -1.006 0.49
H 2.952 -3.002 2.287 0.06

4.
13
Properties=species:S:1:pos:R:3:nbo_charge:R:1 method="wB97M-V/def2-TZVPD" smiles="C=C(ON)OC(=O)O" max_force_ev_per_a=3.6 e_tot_ha=-472.9292
C 0.083 -1.214 -1.836 -0.51
C 0.213 -0.352 -0.833 0.56
O 0.016 -0.786 0.545 -0.43
N 1.281 -0.802 1.238 -0.51
O 0.270 1.000 -0.880 -0.51
C -0.433 1.440 0.390 0.99
O 0.052 2.262 1.127 -0.57
O -1.761 1.255 0.259 -0.67
H -0.018 -0.846 -2.849 0.22
H 0.009 -2.277 -1.640 0.23
H 1.211 -1.640 1.814 0.35
H 1.233 -0.033 1.905 0.34
H -2.155 1.993 0.761 0.51

5.
20
Properties=species:S:1:pos:R:3:nbo_charge:R:1 method="wB97M-V/def2-TZVPD" smiles=CC(C)O.CC max_force_ev_per_a=6.7 e_tot_ha=-274.0486
C -0.650 0.560 -0.521 -0.63
C -1.162 -0.775 -0.959 0.09
C -2.199 -0.735 -2.078 -0.62
O 0.060 -1.321 -1.626 -0.77
H -0.799 0.695 0.572 0.21
H -1.034 1.324 -1.011 0.20
H 0.492 0.429 -0.445 0.26
H -1.294 -1.441 -0.209 0.17
H -2.191 0.211 -2.523 0.21
H -2.080 -1.563 -2.799 0.22
H -3.202 -0.769 -1.500 0.20
H 0.074 -2.232 -1.756 0.46
C 1.970 1.308 1.510 -0.65
C 1.404 0.086 2.189 -0.66
H 1.377 2.248 1.171 0.22
H 2.729 1.861 2.084 0.21
H 2.457 1.000 0.516 0.21
H 0.335 0.165 2.657 0.22
H 1.721 -0.831 1.631 0.23
H 1.993 -0.222 3.097 0.22

6.
22
Properties=species:S:1:pos:R:3:nbo_charge:R:1 method="wB97M-V/def2-TZVPD" max_force_ev_per_a=5.1 e_tot_ha=-745.0971
C 0.391 -0.237 -2.920 -0.04
C 2.089 -0.395 -1.640 0.13
C 0.726 -0.526 -1.569 -0.21
C -1.534 -0.665 2.039 -0.67
C 0.725 0.561 1.759 -0.69
C -0.183 -1.004 -0.545 -0.43
C -0.574 0.260 1.182 -0.17
N 1.410 0.075 -3.675 -0.11
O 2.454 0.103 -2.840 -0.26
P -1.627 1.302 0.146 0.33
H -0.571 -0.242 -3.387 0.21
H 2.855 -0.337 -0.964 0.20
H -2.347 -0.937 1.277 0.23
H -0.928 -1.525 2.537 0.22
H -2.012 -0.034 2.840 0.22
H 1.131 -0.343 2.347 0.22
H 0.415 1.261 2.511 0.23
H 1.433 1.202 1.095 0.24
H -1.163 -1.127 -1.056 0.21
H 0.047 -1.900 -0.018 0.21
H -0.668 2.234 -0.274 -0.02
H -2.069 2.272 1.155 -0.05

7.
48
Properties=species:S:1:pos:R:3:nbo_charge:R:1 method="wB97M-V/def2-TZVPD" max_force_ev_per_a=4.5 e_tot_ha=-1189.5664
C 5.474 -2.838 -1.855 -0.26
O 5.162 -1.424 -1.966 -0.49
C 3.899 -1.013 -1.654 0.33
C 3.590 0.354 -1.870 -0.27
C 2.329 0.848 -1.625 -0.17
C 1.283 -0.006 -1.191 -0.05
C -0.035 0.571 -1.000 -0.10
C -1.228 -0.217 -1.233 -0.04
C -2.491 0.387 -0.983 -0.19
C -3.637 -0.322 -1.242 -0.21
C -3.572 -1.626 -1.722 0.00
C -4.830 -2.381 -1.938 -0.63
C -2.342 -2.219 -2.033 -0.23
C -1.189 -1.518 -1.795 -0.19
C 1.618 -1.352 -0.908 -0.17
C 2.860 -1.869 -1.209 -0.31
H 6.541 -2.876 -2.044 0.20
H 5.262 -3.233 -0.857 0.18
H 4.948 -3.437 -2.606 0.18
H 4.354 1.024 -2.245 0.23
H 2.090 1.905 -1.710 0.21
H -0.167 1.654 -1.193 0.26
H -2.520 1.419 -0.636 0.23
H -4.615 0.138 -1.055 0.21
H -4.635 -3.453 -1.981 0.22
H -5.544 -2.177 -1.131 0.22
H -5.302 -2.088 -2.886 0.22
H -2.295 -3.216 -2.460 0.21
H -0.215 -1.952 -2.083 0.23
H 0.926 -2.030 -0.373 0.23
H 3.083 -2.938 -1.112 0.22
C 0.118 3.199 3.657 -0.67
C -0.875 2.110 3.291 0.52
C -1.827 1.941 4.460 -0.62
O -1.648 2.436 2.143 -0.52
C -0.968 2.395 0.920 0.78
O -1.327 3.241 0.054 -0.59
C 0.072 1.353 0.811 -0.54
C 0.479 0.573 2.014 0.78
O 1.448 -0.157 2.137 -0.55
O -0.310 0.794 3.152 -0.53
H 0.849 3.441 2.895 0.22
H -0.430 4.122 3.868 0.23
H 0.669 2.901 4.551 0.23
H -2.530 1.153 4.182 0.23
H -1.239 1.607 5.321 0.23
H -2.361 2.872 4.655 0.22
H 1.079 1.907 0.489 0.28

8.
97
Properties=species:S:1:pos:R:3:lowdin_charge:R:1 method="wB97M-V/def2-TZVPD" max_force_ev_per_a=3.8 spin_multiplicity=2 charge=+2 e_tot_ha=-3475.2598
Ir 0.244 0.247 -1.342 0.94
O 3.991 0.442 -0.412 0.08
C 3.261 0.973 -1.222 -0.64
O 2.358 0.448 -1.935 -0.19
C 3.391 2.501 -1.405 -0.13
C 4.660 3.054 -1.483 0.00
C 4.800 4.430 -1.572 -0.04
C 3.679 5.246 -1.553 -0.05
C 2.417 4.694 -1.471 -0.08
C 2.261 3.306 -1.416 -0.29
P 0.534 2.710 -1.399 1.05
C -0.208 3.551 0.019 -0.37
C 0.566 3.845 1.141 -0.08
C -0.033 4.325 2.291 -0.06
C -1.407 4.493 2.342 -0.06
C -2.186 4.186 1.236 -0.06
C -1.594 3.699 0.085 -0.11
C -0.073 3.452 -2.939 -0.38
C 0.194 2.735 -4.109 -0.18
C -0.302 3.175 -5.321 -0.07
C -1.032 4.353 -5.379 -0.05
C -1.245 5.098 -4.229 -0.06
C -0.782 4.647 -3.004 -0.09
H 5.532 2.420 -1.465 0.13
H 5.788 4.859 -1.644 0.12
H 3.790 6.319 -1.615 0.12
H 1.539 5.327 -1.453 0.11
H 1.636 3.699 1.111 0.11
H 0.573 4.570 3.149 0.11
H -1.874 4.848 3.246 0.11
H -3.255 4.320 1.275 0.11
H -2.207 3.431 -0.765 0.10
H 0.785 1.828 -4.053 0.09
H -0.130 2.596 -6.215 0.12
H -1.437 4.689 -6.321 0.11
H -1.782 6.031 -4.286 0.11
H -0.975 5.220 -2.108 0.11
C -4.175 2.006 -3.232 -0.05
O -3.899 1.154 -2.130 -0.15
C -2.757 0.541 -2.058 -1.22
S -2.385 -0.272 -0.621 0.73
S -1.593 0.493 -3.288 0.76
H -5.167 2.413 -3.048 0.11
H -4.168 1.454 -4.173 0.10
H -3.436 2.811 -3.275 0.09
C -0.672 -2.725 -2.395 -0.22
N 0.378 -2.169 -1.507 -0.17
C 1.691 -2.573 -2.072 -0.16
N 1.776 -4.010 -2.184 -0.08
C 0.737 -4.509 -3.071 -0.14
N -0.561 -4.158 -2.511 -0.08
C -0.700 -4.772 -1.200 -0.16
N 0.343 -4.280 -0.305 -0.09
C 0.245 -2.842 -0.197 -0.21
C 1.642 -4.629 -0.877 -0.15
H -0.577 -2.276 -3.387 0.11
H -1.653 -2.474 -1.976 0.08
H 2.490 -2.205 -1.420 0.13
H 1.808 -2.121 -3.061 0.14
H 0.816 -5.594 -3.161 0.14
H 0.849 -4.059 -4.058 0.14
H -0.624 -5.856 -1.293 0.14
H -1.679 -4.520 -0.786 0.13
H 1.034 -2.487 0.469 0.10
H -0.722 -2.573 0.236 0.10
H 1.716 -5.714 -0.974 0.14
H 2.438 -4.271 -0.221 0.13
C -3.772 -4.593 3.488 0.00
C -2.468 -4.090 3.982 -0.19
C -1.368 -3.939 3.131 0.03
C -0.178 -3.421 3.588 0.04
C -0.035 -3.049 4.931 -0.19
N 1.127 -2.510 5.443 0.21
C 2.295 -2.058 4.840 -0.47
O 3.351 -2.152 5.402 0.18
N 2.211 -1.498 3.568 0.16
C 1.207 -0.725 3.015 -0.22
C 0.072 -0.301 3.712 0.01
C -0.866 0.473 3.058 0.00
C -0.682 0.772 1.719 -0.20
N 0.391 0.366 1.044 -0.01
C 1.333 -0.322 1.678 -0.06
C -1.121 -3.251 5.805 0.05
C -2.308 -3.754 5.335 0.03
H -3.703 -4.953 2.465 0.09
H -4.516 -3.795 3.529 0.12
H -4.141 -5.393 4.129 0.11
H -1.447 -4.250 2.100 0.12
H 0.661 -3.352 2.915 0.12
H 1.251 -2.643 6.443 0.18
H 3.134 -1.370 3.164 0.18
H -0.049 -0.523 4.759 0.12
H -1.727 0.852 3.585 0.13
H -1.412 1.358 1.183 0.05
H 2.238 -0.539 1.123 0.12
H -1.014 -2.998 6.849 0.14
H -3.138 -3.891 6.012 0.14

9.
33
Properties=species:S:1:pos:R:3:nbo_charge:R:1 method="wB97M-V/def2-TZVPD" max_force_ev_per_a=10.1 spin_multiplicity=3 charge=+3 e_tot_ha=-2233.2148
I -5.000 2.037 -0.243 0.55
I -3.768 2.845 1.796 0.46
Mo -0.017 0.388 -0.287 1.22
P 0.338 2.016 -1.898 0.92
C 1.354 3.468 -1.433 -0.93
C 1.157 1.389 -3.411 -0.91
H -1.852 1.957 -2.894 0.27
H -0.997 3.466 -3.353 0.30
H -1.717 3.288 -1.726 0.24
C -1.207 2.765 -2.538 -0.90
H 0.574 0.544 -3.786 0.28
H 1.223 2.169 -4.177 0.29
H 1.452 4.164 -2.272 0.29
H 2.347 3.131 -1.123 0.27
H 2.160 1.037 -3.158 0.27
H 0.888 3.981 -0.587 0.26
C 0.955 1.264 0.979 0.39
O 1.580 1.828 1.792 -0.30
Cl -1.290 -0.761 -1.945 -0.41
C 0.334 -4.378 2.066 -0.85
P 0.183 -2.667 1.435 1.82
C -1.520 -2.573 2.100 -0.95
C 1.600 -2.158 2.474 -0.96
O 0.054 -1.220 0.901 -0.98
H 1.307 -4.517 2.491 0.27
H 0.195 -5.069 1.261 0.28
H -0.410 -4.549 2.816 0.29
H -1.599 -3.194 2.968 0.27
H -1.744 -1.561 2.365 0.23
H -2.212 -2.909 1.357 0.27
H 2.383 -1.780 1.850 0.26
H 1.287 -1.395 3.156 0.26
H 1.960 -3.002 3.025 0.25

Repeat the seventh record exactly.
48
Properties=species:S:1:pos:R:3:nbo_charge:R:1 method="wB97M-V/def2-TZVPD" max_force_ev_per_a=4.5 e_tot_ha=-1189.5664
C 5.474 -2.838 -1.855 -0.26
O 5.162 -1.424 -1.966 -0.49
C 3.899 -1.013 -1.654 0.33
C 3.590 0.354 -1.870 -0.27
C 2.329 0.848 -1.625 -0.17
C 1.283 -0.006 -1.191 -0.05
C -0.035 0.571 -1.000 -0.10
C -1.228 -0.217 -1.233 -0.04
C -2.491 0.387 -0.983 -0.19
C -3.637 -0.322 -1.242 -0.21
C -3.572 -1.626 -1.722 0.00
C -4.830 -2.381 -1.938 -0.63
C -2.342 -2.219 -2.033 -0.23
C -1.189 -1.518 -1.795 -0.19
C 1.618 -1.352 -0.908 -0.17
C 2.860 -1.869 -1.209 -0.31
H 6.541 -2.876 -2.044 0.20
H 5.262 -3.233 -0.857 0.18
H 4.948 -3.437 -2.606 0.18
H 4.354 1.024 -2.245 0.23
H 2.090 1.905 -1.710 0.21
H -0.167 1.654 -1.193 0.26
H -2.520 1.419 -0.636 0.23
H -4.615 0.138 -1.055 0.21
H -4.635 -3.453 -1.981 0.22
H -5.544 -2.177 -1.131 0.22
H -5.302 -2.088 -2.886 0.22
H -2.295 -3.216 -2.460 0.21
H -0.215 -1.952 -2.083 0.23
H 0.926 -2.030 -0.373 0.23
H 3.083 -2.938 -1.112 0.22
C 0.118 3.199 3.657 -0.67
C -0.875 2.110 3.291 0.52
C -1.827 1.941 4.460 -0.62
O -1.648 2.436 2.143 -0.52
C -0.968 2.395 0.920 0.78
O -1.327 3.241 0.054 -0.59
C 0.072 1.353 0.811 -0.54
C 0.479 0.573 2.014 0.78
O 1.448 -0.157 2.137 -0.55
O -0.310 0.794 3.152 -0.53
H 0.849 3.441 2.895 0.22
H -0.430 4.122 3.868 0.23
H 0.669 2.901 4.551 0.23
H -2.530 1.153 4.182 0.23
H -1.239 1.607 5.321 0.23
H -2.361 2.872 4.655 0.22
H 1.079 1.907 0.489 0.28